# 1
{"formula": "C34H63N9O2", "method": "wB97M-V/def2-TZVPD", "elements": ["C", "N", "C", "C", "O", "H", "H", "H", "H", "H", "H", "H", "C", "N", "C", "C", "O", "H", "H", "H", "H", "H", "H", "H", "C", "C", "C", "C", "N", "H", "H", "H", "H", "H", "H", "H", "C", "C", "C", "C", "N", "H", "H", "H", "H", "H", "H", "H", "C", "C", "C", "C", "N", "H", "H", "H", "H", "H", "H", "H", "C", "C", "C", "C", "N", "H", "H", "H", "H", "H", "H", "H", "C", "C", "C", "C", "N", "H", "H", "H", "H", "H", "H", "H", "C", "C", "C", "C", "N", "H", "H", "H", "H", "H", "H", "H", "C", "C", "C", "C", "N", "H", "H", "H", "H", "H", "H", "H"], "positions_angstrom": [[0.93, 3.82, -3.29], [0.94, 3.54, -1.87], [2.02, 2.83, -1.19], [-0.10, 4.02, -1.14], [-0.19, 3.92, 0.06], [0.99, 2.89, -3.86], [1.80, 4.43, -3.56], [-0.01, 4.29, -3.58], [2.63, 2.28, -1.85], [2.69, 3.53, -0.69], [1.54, 2.10, -0.52], [-0.82, 4.61, -1.74], [-1.46, 1.01, 0.82], [-0.03, 0.80, 1.18], [0.43, 1.66, 2.33], [0.63, -0.34, 0.77], [1.72, -0.75, 1.20], [-2.05, 0.44, 1.54], [-1.58, 0.59, -0.20], [-1.81, 2.01, 0.80], [-0.24, 1.42, 3.21], [1.43, 1.39, 2.64], [0.32, 2.70, 2.11], [0.21, -0.80, -0.10], [-3.15, 1.40, -2.88], [-3.75, 0.54, -1.80], [-5.20, 0.16, -2.04], [-5.31, -0.59, -3.29], [-5.29, -1.17, -4.28], [-2.26, 1.94, -2.52], [-3.91, 2.11, -3.16], [-2.94, 0.79, -3.78], [-3.73, 1.06, -0.83], [-3.24, -0.46, -1.64], [-5.78, 1.08, -2.10], [-5.55, -0.51, -1.26], [0.15, -4.31, 1.13], [-1.09, -4.44, 1.98], [-2.37, -4.78, 1.19], [-2.87, -3.68, 0.43], [-3.18, -2.79, -0.22], [0.07, -3.40, 0.55], [0.33, -5.12, 0.46], [1.05, -4.15, 1.73], [-1.23, -3.56, 2.62], [-0.99, -5.30, 2.61], [-3.12, -5.14, 1.90], [-2.09, -5.58, 0.51], [-4.80, 4.05, 2.54], [-3.25, 4.29, 2.60], [-2.85, 5.25, 1.49], [-3.37, 4.89, 0.14], [-3.57, 4.50, -0.92], [-4.99, 3.10, 3.11], [-5.06, 3.90, 1.50], [-5.33, 4.84, 3.05], [-2.78, 3.25, 2.46], [-2.92, 4.62, 3.58], [-1.76, 5.21, 1.41], [-3.19, 6.25, 1.74], [4.00, 2.40, 2.45], [4.14, 1.52, 1.22], [5.22, 0.44, 1.41], [4.88, -0.49, 2.51], [4.62, -1.10, 3.45], [3.82, 1.78, 3.33], [3.15, 3.05, 2.39], [4.79, 3.13, 2.58], [4.43, 2.17, 0.33], [3.20, 1.00, 1.09], [6.23, 0.85, 1.45], [5.16, -0.17, 0.48], [2.19, -2.74, 6.53], [2.31, -2.97, 5.02], [1.62, -1.91, 4.09], [0.18, -1.89, 4.06], [-0.97, -1.77, 4.12], [1.21, -2.34, 6.70], [2.86, -1.93, 6.86], [2.48, -3.57, 7.16], [2.14, -3.98, 4.73], [3.38, -2.81, 4.76], [1.87, -2.15, 3.04], [2.03, -0.96, 4.31], [-0.82, -2.15, -4.74], [-2.02, -2.44, -3.88], [-2.05, -3.85, -3.26], [-0.84, -4.01, -2.47], [0.22, -4.26, -2.12], [-0.83, -1.08, -5.00], [-0.78, -2.73, -5.65], [0.11, -2.34, -4.17], [-2.93, -2.31, -4.50], [-2.06, -1.71, -3.04], [-2.06, -4.66, -4.00], [-2.88, -3.85, -2.61], [2.48, -1.39, -2.35], [3.91, -1.31, -2.91], [4.03, -0.84, -4.32], [3.83, 0.62, -4.41], [3.58, 1.74, -4.34], [1.90, -2.32, -2.65], [1.95, -0.45, -2.51], [2.53, -1.43, -1.23], [4.33, -2.35, -2.96], [4.59, -0.72, -2.30], [3.23, -1.25, -4.99], [4.98, -1.11, -4.76]], "smiles": "CN(C)C=O.CN(C)C=O.CCCC#N.CCCC#N.CCCC#N.CCCC#N.CCCC#N.CCCC#N.CCCC#N", "lumo_energy_ev": 0.61, "charge": 0, "de_lowest_kcal_mol": 0.00}

***

# 2
{"formula": "C34H64N3O18PS6", "method": "wB97M-V/def2-TZVPD", "elements": ["C", "C", "O", "C", "O", "C", "C", "C", "N", "C", "O", "C", "C", "C", "C", "C", "S", "C", "S", "N", "C", "C", "C", "C", "C", "C", "C", "P", "N", "O", "O", "C", "C", "O", "H", "H", "H", "H", "H", "H", "H", "H", "H", "H", "H", "H", "H", "H", "H", "H", "H", "H", "H", "H", "H", "H", "H", "H", "H", "H", "H", "H", "H", "H", "H", "H", "C", "C", "O", "S", "C", "O", "O", "H", "H", "H", "H", "H", "H", "H", "H", "C", "C", "O", "S", "C", "O", "O", "H", "H", "H", "H", "H", "H", "H", "H", "C", "C", "O", "S", "C", "O", "O", "H", "H", "H", "H", "H", "H", "H", "H", "C", "C", "O", "S", "C", "O", "O", "H", "H", "H", "H", "H", "H", "H", "H"], "positions_angstrom": [[4.57, -2.80, 2.43], [4.86, -1.35, 2.07], [5.57, -1.19, 0.83], [5.05, -1.79, -0.25], [5.76, -2.38, -1.01], [3.58, -1.69, -0.55], [3.26, -0.46, -1.42], [1.97, -0.72, -2.18], [1.22, 0.51, -2.54], [-0.09, 0.06, -2.90], [-0.43, -0.35, -3.96], [-0.98, 0.24, -1.70], [-2.24, -0.31, -1.43], [-2.87, -1.25, -2.42], [-4.32, -1.66, -2.15], [-4.55, -3.12, -2.56], [-3.64, -4.37, -1.61], [-4.30, -4.42, 0.01], [-4.00, -5.75, 0.88], [-5.01, -3.27, 0.47], [-4.41, -2.73, 1.70], [-2.88, -2.78, 1.75], [-6.45, -3.60, 0.65], [-7.30, -2.65, -0.19], [-2.81, 0.06, -0.21], [-2.16, 0.93, 0.67], [-0.91, 1.48, 0.39], [-0.12, 2.63, 1.54], [-0.31, 4.10, 1.09], [-0.78, 2.40, 2.98], [1.43, 2.32, 1.71], [-0.32, 1.09, -0.82], [1.00, 1.43, -1.45], [1.76, 2.31, -1.19], [3.78, -3.23, 1.83], [5.48, -3.38, 2.36], [4.25, -2.83, 3.46], [3.91, -0.81, 2.01], [5.45, -0.89, 2.85], [3.33, -2.57, -1.14], [2.93, -1.72, 0.32], [3.20, 0.40, -0.76], [4.10, -0.28, -2.09], [2.24, -1.21, -3.12], [1.35, -1.42, -1.61], [-2.21, -2.11, -2.54], [-2.84, -0.74, -3.38], [-4.62, -1.54, -1.12], [-4.97, -1.05, -2.78], [-4.15, -3.23, -3.57], [-5.60, -3.36, -2.63], [-4.84, -3.20, 2.59], [-4.71, -1.68, 1.75], [-2.54, -1.86, 2.22], [-2.43, -2.81, 0.77], [-2.55, -3.59, 2.39], [-6.65, -4.63, 0.40], [-6.73, -3.44, 1.69], [-7.12, -2.83, -1.25], [-8.36, -2.80, 0.00], [-7.00, -1.63, 0.00], [-3.76, -0.34, 0.09], [-2.66, 1.19, 1.59], [-0.81, 4.10, 0.21], [-1.06, 1.48, 3.13], [1.58, 1.51, 2.21], [5.78, -1.60, 8.23], [6.78, -2.26, 7.30], [6.81, -3.69, 7.44], [5.60, -4.53, 6.84], [6.34, -6.12, 6.98], [5.45, -4.19, 5.46], [4.48, -4.45, 7.72], [4.76, -1.87, 7.98], [5.87, -0.51, 8.17], [5.96, -1.91, 9.26], [6.58, -2.00, 6.26], [7.78, -1.93, 7.54], [7.20, -6.17, 6.33], [5.58, -6.85, 6.68], [6.61, -6.28, 8.02], [2.96, -0.64, -7.79], [4.48, -0.61, -7.75], [5.01, -0.74, -6.42], [4.95, -2.17, -5.73], [5.98, -1.80, -4.35], [5.59, -3.12, -6.58], [3.62, -2.41, -5.25], [2.57, -1.61, -7.48], [2.61, -0.44, -8.80], [2.55, 0.11, -7.11], [4.91, -1.39, -8.39], [4.84, 0.34, -8.12], [6.99, -1.58, -4.70], [5.98, -2.68, -3.71], [5.56, -0.95, -3.82], [3.57, 10.33, 1.04], [2.57, 9.58, 0.19], [2.70, 8.15, 0.30], [2.17, 7.46, 1.65], [2.26, 5.80, 1.10], [0.81, 7.86, 1.84], [3.13, 7.68, 2.68], [3.39, 10.18, 2.10], [3.50, 11.40, 0.83], [4.59, 9.99, 0.83], [1.55, 9.87, 0.42], [2.74, 9.79, -0.87], [1.55, 5.64, 0.30], [2.00, 5.17, 1.95], [3.28, 5.60, 0.78], [-7.66, 3.68, -1.21], [-8.38, 2.63, -0.39], [-9.50, 2.04, -1.08], [-9.20, 1.01, -2.25], [-10.84, 0.41, -2.46], [-8.36, -0.03, -1.73], [-8.81, 1.72, -3.43], [-7.18, 3.24, -2.08], [-6.89, 4.17, -0.60], [-8.36, 4.44, -1.57], [-7.70, 1.84, -0.06], [-8.81, 3.08, 0.51], [-11.14, -0.11, -1.55], [-10.82, -0.27, -3.30], [-11.49, 1.25, -2.67]], "smiles": "CCOC(=O)CCCN1C(=O)c2c(CCCSC(=S)N(CC)CC)ccc(P(=N)(O)O)c2C1=O.CCOS(C)(=O)=O.CCOS(C)(=O)=O.CCOS(C)(=O)=O.CCOS(C)(=O)=O", "lumo_energy_ev": -0.73, "charge": 0}

***

HOMO level in eV, matching the order above: -9.32; -8.76